(1)
Formula: C46H48AsN3Sr
Source: OMol25
Level of theory: ωB97M-V/def2-TZVPD

Each line ends with the Mulliken charge.
Geometry (Å):
Sr -0.8260 -0.1650 -0.2370  0.80
N -0.4302 3.7699 0.1311  -0.22
N -3.3718 0.2925 -1.6419  0.17
C -1.2910 -2.3548 1.6289  0.96
C -2.0315 -1.2429 2.1350  0.74
C -1.1137 -0.3259 2.7022  -0.45
C -1.4677 0.9462 3.3650  -1.55
H -2.4495 0.8942 3.8477  0.48
H -1.5444 1.7762 2.6141  -0.20
H -0.7082 1.2355 4.0994  0.39
C 0.1946 -0.8593 2.5461  1.95
C 1.4201 -0.3338 3.1909  -0.90
H 1.5398 -0.7377 4.2102  0.33
H 1.3968 0.7602 3.2668  0.07
H 2.3149 -0.6093 2.6229  -0.03
C 0.0874 -2.0942 1.8516  -0.33
C 1.2118 -3.0063 1.5230  -1.70
H 2.0948 -2.4435 1.1849  0.20
H 0.9454 -3.7092 0.7226  0.33
H 1.5177 -3.6046 2.3975  0.24
C -3.5064 -1.1301 2.1863  -1.37
H -3.8813 -1.3861 3.1915  0.33
H -3.9823 -1.8143 1.4718  -0.05
H -3.8348 -0.1054 1.9541  0.31
C -1.8887 -3.6105 1.1198  -0.93
H -1.1648 -4.1922 0.5382  0.26
H -2.7465 -3.4008 0.4664  -0.19
H -2.2494 -4.2457 1.9454  0.24
C 0.3274 4.6551 -0.4691  -0.37
H 0.8794 5.4042 0.1703  0.25
C 0.4348 4.6878 -1.8820  -0.61
H 1.0822 5.4557 -2.3371  0.43
C -0.2436 3.6876 -2.6199  -0.25
H -0.0523 3.6724 -3.7316  0.27
C -1.0862 2.7797 -1.9445  -0.61
H -1.6022 2.0007 -2.5329  0.28
C -1.1889 2.8297 -0.4367  -0.20
C -1.7592 2.2988 0.7157  -0.05
H -2.9116 2.4350 0.7380  -0.45
C -2.8851 -0.8505 -1.6869  -0.77
C -4.6758 0.5184 -1.8382  -0.81
H -5.0597 1.5087 -1.5537  0.38
C -5.0928 -0.6754 -2.3313  -0.78
H -6.0120 -0.9006 -2.8345  0.72
N -3.9576 -1.5317 -2.1902  0.24
C -3.9067 -2.9130 -1.9964  0.55
C -5.0058 -3.5112 -1.4223  1.39
C -4.9915 -4.9208 -1.3690  -1.21
H -5.8842 -5.4347 -1.0040  0.27
C -3.8526 -5.6177 -1.7871  1.19
C -3.9199 -7.1090 -1.8276  -1.52
H -2.9294 -7.5390 -1.6638  0.37
H -4.2930 -7.4269 -2.8086  0.27
H -4.6167 -7.4503 -1.0580  0.36
C -2.6766 -4.9679 -2.1970  -1.14
H -1.7848 -5.5268 -2.4929  0.32
C -2.6652 -3.5497 -2.2408  0.95
C -1.3817 -2.8549 -2.5432  -1.47
H -1.5261 -1.8001 -2.8789  0.42
H -0.8397 -3.3844 -3.3334  0.51
H -0.6851 -2.8331 -1.6799  -0.06
C -6.1301 -2.7347 -0.8179  -1.68
H -6.7175 -2.1370 -1.5320  0.37
H -5.8271 -2.0674 0.0123  0.18
H -6.8301 -3.4565 -0.3917  0.39
C 6.9944 -0.2745 0.9182  -0.46
C 6.0983 -0.1200 1.9827  -0.85
C 4.8084 0.3692 1.7477  -0.20
C 4.4092 0.6908 0.4392  0.33
C 5.2952 0.5005 -0.6307  -0.40
C 6.5920 0.0330 -0.3856  -0.60
As 2.5811 1.3848 0.1306  0.73
C 2.7324 2.7982 1.5104  0.50
C 1.5741 3.1751 2.2122  -0.41
C 1.6610 4.0513 3.2955  -1.09
C 2.8945 4.6155 3.6376  -0.57
C 4.0334 4.3169 2.8859  -0.79
C 3.9593 3.3908 1.8384  0.22
C 3.0195 2.4294 -1.4854  0.24
C 3.5772 3.7045 -1.4049  -0.09
C 3.9310 4.3847 -2.5758  -0.72
C 3.7010 3.8004 -3.8223  -0.42
C 3.1159 2.5326 -3.9038  -0.68
C 2.7687 1.8433 -2.7401  -0.50
H 8.0056 -0.6400 1.1032  0.33
H 6.3997 -0.3710 3.0020  0.38
H 4.1321 0.5346 2.5898  0.38
H 4.9845 0.7400 -1.6487  0.36
H 7.2856 -0.0904 -1.2196  0.38
H 0.5970 2.8162 1.8872  0.53
H 0.7598 4.2938 3.8631  0.43
H 2.9647 5.2950 4.4882  0.35
H 4.9879 4.7931 3.1166  0.34
H 4.8642 3.1310 1.2829  0.55
H 3.7256 4.1779 -0.4355  0.32
H 4.3811 5.3769 -2.5005  0.32
H 3.9679 4.3384 -4.7339  0.30
H 2.9276 2.0785 -4.8795  0.37
H 2.3021 0.8559 -2.8030  0.37

Cartesian forces (eV/Å) of the 6 atoms listed first:
-0.71 1.02 1.03
4.13 3.36 0.48
2.63 8.20 3.54
0.25 0.97 0.23
1.11 -0.36 -0.09
0.20 -0.70 -0.16

Output
Total charge ... -2
E ... -4212.13179 a.u.
Spin multiplicity ... 1

(2)
Formula: C3H8NS
Source: OMol25
Level of theory: ωB97M-V/def2-TZVPD

Each line ends with the natural charge from an NBO analysis.
Geometry (Å):
C -1.5524 0.9081 0.4551  -0.66
C -0.0827 0.7849 0.1213  -0.15
C 0.8277 -0.1770 -0.1877  -0.08
N 0.4563 -1.6217 0.1604  -0.73
S 2.5316 0.1617 -0.7694  0.08
H -1.7237 1.6820 1.1990  0.27
H -1.8675 -0.0898 0.8419  0.19
H -2.1196 1.2585 -0.5263  0.28
H 0.2682 1.8588 -0.2906  0.25
H -0.2214 -1.3952 1.0077  0.48
H 1.2539 -2.2279 0.2572  0.46
H -0.0379 -2.1664 -0.5832  0.45
H 2.2675 1.0241 -1.6854  0.16

Cartesian forces (eV/Å) of the 6 atoms listed first:
-0.04 -1.24 -1.37
1.51 2.85 -2.74
-0.61 1.37 0.18
-2.12 1.58 0.23
-0.63 -2.00 1.79
0.11 -0.09 0.10

Output
Total charge ... +1
Structure (SMILES) ... C/C=C(\[NH3+])S
E ... -571.71690 a.u.
Spin multiplicity ... 1

no.,strongest force on any atom (eV/Å)
1,9.31
2,4.23